The following is a DFT calculation (the ωB97M-V functional and the def2-TZVPD basis) of a structure of composition C17H31Cl2N4SeSiTeV.

Cartesian coordinates (Å):
V1 0.80209 -0.04926 0.77332
C1 -2.31074 -0.90604 2.83119
C2 -2.31975 0.28835 1.92395
C3 -3.45236 1.04163 1.71166
C4 -3.37304 2.14942 0.85964
C5 -2.19231 2.47228 0.23707
C6 -1.06042 1.66881 0.48087
N1 -1.15775 0.61705 1.33781
N2 0.17992 1.77897 -0.05905
Si1 0.88546 3.28243 -0.54278
C7 2.71887 2.98296 -0.81254
C8 0.18174 3.95762 -2.14239
C9 0.67945 4.54890 0.82067
H1 -3.32046 -1.16758 3.13867
H2 -1.72554 -0.69161 3.72878
H3 -1.86011 -1.76680 2.33355
H4 -4.38126 0.77514 2.19444
H5 -4.25430 2.75204 0.67874
H6 -2.12426 3.30648 -0.44772
H7 2.89036 2.28459 -1.63578
H8 3.19713 2.59567 0.09355
H9 3.23024 3.91243 -1.07158
H10 0.07976 3.17033 -2.89409
H11 0.84907 4.72176 -2.54925
H12 -0.80006 4.41658 -2.00911
H13 1.09558 4.18188 1.76269
H14 -0.37588 4.77297 0.99288
H15 1.18102 5.48711 0.57321
Cl1 1.47018 -1.76409 2.77369
C10 1.87055 -0.38129 3.81504
Cl2 1.96133 1.09829 2.83556
H16 2.83193 -0.56069 4.28047
H17 1.08007 -0.25869 4.54539
C11 0.31467 -4.73865 -1.60611
N3 0.58543 -3.56926 -2.42794
C12 1.21414 -3.57575 -3.65867
C13 1.23648 -2.30044 -4.09719
N4 0.61715 -1.52918 -3.13391
C14 0.31347 -0.10583 -3.23802
C15 0.23382 -2.31245 -2.10413
Se1 -0.70112 -1.74504 -0.60395
H18 0.87560 -5.58039 -2.00302
H19 -0.74837 -4.97223 -1.61787
H20 0.61510 -4.54394 -0.57945
H21 1.57977 -4.47900 -4.11310
H22 1.61917 -1.88274 -5.01102
H23 0.86260 0.30683 -4.08028
H24 0.58617 0.41443 -2.32217
H25 -0.75614 0.03277 -3.38804
C16 3.52956 -2.59579 -0.58448
Te1 3.23466 -0.47859 -0.65415
C17 4.75316 -0.09654 0.79559
H26 3.25006 -2.98626 0.39078
H27 4.57740 -2.80072 -0.78823
H28 2.91812 -3.04845 -1.36116
H29 5.72433 -0.31076 0.35891
H30 4.57800 -0.72885 1.66281
H31 4.70210 0.95138 1.07972

Properties
Lowest unoccupied orbital energy (spin up / spin down): -2.23 / -2.28 eV
ΔE to the lowest compared entry with this formula, charge and spin: 16.1 kJ/mol
E: -155340.0213 eV
Spin multiplicity: 4
Charge: +1

What are the Löwdin partial charges on each atom? They are as follows, in elementary charge units:
1 V 0.078
2 C -0.028
3 C -0.343
4 C -0.036
5 C -0.045
6 C -0.015
7 C -0.459
8 N -0.017
9 N -0.157
10 Si 0.358
11 C -0.201
12 C -0.165
13 C -0.160
14 H 0.084
15 H 0.079
16 H 0.054
17 H 0.110
18 H 0.114
19 H 0.097
20 H -0.014
21 H 0.000
22 H 0.042
23 H 0.022
24 H 0.036
25 H 0.025
26 H 0.022
27 H 0.029
28 H 0.038
29 Cl 0.607
30 C -0.862
31 Cl 0.645
32 H 0.046
33 H 0.045
34 C -0.020
35 N -0.129
36 C -0.032
37 C -0.024
38 N -0.116
39 C -0.028
40 C -0.694
41 Se 0.761
42 H 0.099
43 H 0.101
44 H 0.079
45 H 0.132
46 H 0.133
47 H 0.102
48 H 0.032
49 H 0.106
50 C -0.390
51 Te 1.260
52 C -0.403
53 H 0.000
54 H 0.014
55 H -0.021
56 H 0.012
57 H 0.002
58 H -0.007